Entry 1:
Molecular formula: C4H3Cl3
Method: DFT, ωB97M-V/def2-TZVPD

Computed properties:
Structure (SMILES): C=C(Cl)/C(Cl)=C/Cl
Net charge: 0
Frontier orbital gap in eV: 8.894
Spin multiplicity: 1
HOMO in eV: -9.2
DFT total energy in eV: -41762.114
Molar mass in Da: 157.427

XYZ file:
```
10
C4H3Cl3 ωB97M-V/def2-TZVPD
Cl 1.93529 1.03086 -0.86786
Cl -0.53407 -3.16150 -1.09646
Cl -0.88805 -1.38458 1.61138
C -0.13805 1.69380 0.74096
C 0.47955 0.60723 0.09076
C -0.20651 -1.45468 -0.98725
C -0.13569 -0.71145 0.12038
H 0.36218 2.66802 0.71707
H -0.89439 1.62375 1.54275
H 0.01974 -0.91146 -1.87174
```

Atom charges from the Mulliken analysis, given in e for atoms 1 to 6: number 1, Cl, carries -0.167; number 2, Cl, carries -0.145; number 3, Cl, carries -0.182; number 4, C, carries -0.742; number 5, C, carries 0.293; number 6, C, carries -0.354

***

Entry 2:
Molecular formula: C6H11N
Method: DFT, ωB97M-V/def2-TZVPD

Computed properties:
Structure (SMILES): C=C(C)C.C=C=N
Net charge: 0
Frontier orbital gap in eV: 9.922
Spin multiplicity: 1
HOMO in eV: -9.1
DFT total energy in eV: -7888.448
Molar mass in Da: 97.161

XYZ file:
```
18
C6H11N ωB97M-V/def2-TZVPD
C -0.92704 -1.50736 1.33430
C -2.15230 -0.92960 -0.79910
N 3.76934 1.94023 -2.61938
C 4.00062 2.19691 -1.45747
C -2.21820 -1.10636 0.68760
C 4.14092 2.29849 -0.17518
C -3.33240 -0.92503 1.37674
H 4.09015 2.52642 -3.37740
H -1.04314 -1.61835 2.40905
H -0.57619 -2.45234 0.92040
H -0.16006 -0.75827 1.13941
H -1.85187 -1.86238 -1.27584
H -3.11469 -0.62580 -1.20210
H -1.40960 -0.17488 -1.05622
H 3.42862 2.83747 0.42076
H 4.98193 1.85979 0.32792
H -3.37007 -1.05904 2.44477
H -4.25603 -0.63990 0.90174
```

Atom charges from the Mulliken analysis, given in e for atoms 1 to 6: number 1, C, carries -1.149; number 2, C, carries -1.151; number 3, N, carries -0.439; number 4, C, carries 0.571; number 5, C, carries 0.942; number 6, C, carries -0.901

***

Entry 3:
Molecular formula: C20H18F3N7O6S
Method: DFT, ωB97M-V/def2-TZVPD

Computed properties:
Net charge: 0
Frontier orbital gap in eV: 6.495
Spin multiplicity: 1
HOMO in eV: -8.6
DFT total energy in eV: -62724.926
Molar mass in Da: 541.468

XYZ file:
```
55
C20H18F3N7O6S ωB97M-V/def2-TZVPD
C -2.20168 -0.33896 -7.59809
C -2.30330 0.98400 -7.13991
C -1.74158 1.36065 -5.91874
C -1.05243 0.39891 -5.13151
C -0.36043 0.64971 -3.88754
C -0.23377 1.74541 -3.03107
N 0.56401 1.31012 -2.01271
C 0.95239 1.97334 -0.75867
C -0.14135 1.94582 0.31211
C -0.10639 3.05233 1.36488
C -0.85757 2.45840 2.57207
C -0.95789 0.95142 2.31249
N -0.15170 0.68933 1.08993
N 0.93899 0.02849 -2.24839
N 0.38379 -0.36597 -3.35103
C -0.98450 -0.93133 -5.59409
C -1.54794 -1.30184 -6.81261
H -2.62836 -0.62268 -8.56016
H -2.82581 1.72272 -7.75043
H -1.81143 2.38778 -5.55513
H -0.64555 2.72918 -3.12231
H 1.84939 1.47899 -0.35967
H 1.16675 3.02021 -1.01329
H -1.12608 2.01346 -0.19366
H 0.93596 3.29443 1.61886
H -0.59045 3.96277 0.98461
H -0.32559 2.64934 3.51190
H -1.87048 2.86650 2.65651
H -0.61156 0.39073 3.18744
H -1.99370 0.63330 2.10872
H -0.57049 -0.03341 0.49834
H -0.45815 -1.64986 -4.96090
H -1.47065 -2.33717 -7.13934
O 2.72192 0.93276 4.73818
S 2.90118 0.09916 3.57583
O 3.37503 0.63525 2.32013
C 3.98007 -1.40086 4.03187
F 5.20332 -1.01501 4.41562
F 3.41175 -2.10566 5.03989
F 4.09198 -2.21449 2.95477
C 1.39377 -0.77986 3.21237
C 1.02119 -1.01427 1.84857
C 0.20539 -2.14283 1.63718
N -0.43090 -2.45053 0.43564
O -0.23434 -2.11968 -0.71750
O -1.45369 -3.37727 0.77335
N -1.55650 -3.53063 2.14348
C -0.53347 -2.77557 2.65570
C -0.33565 -2.31159 4.00976
N -1.20805 -2.65980 5.11304
O -2.35852 -3.07323 4.86602
O -0.77766 -2.50989 6.28039
C 0.70570 -1.39460 4.26280
H 1.67071 -0.72730 1.02989
H 0.98429 -1.18025 5.29439
```

Atom charges from the Mulliken analysis, given in e for atoms 1 to 6: number 1, C, carries -0.355; number 2, C, carries -0.569; number 3, C, carries -0.425; number 4, C, carries 0.412; number 5, C, carries -0.021; number 6, C, carries 0.059

***

Entry 4:
Molecular formula: C4H6N2
Method: DFT, ωB97M-V/def2-TZVPD

Computed properties:
Net charge: 0
Frontier orbital gap in eV: 10.605
Spin multiplicity: 1
HOMO in eV: -9.9
DFT total energy in eV: -7222.341
Molar mass in Da: 82.106

XYZ file:
```
12
C4H6N2 ωB97M-V/def2-TZVPD
N -1.20927 0.79185 -2.29317
C -0.72500 -0.08756 -1.71945
C -0.01830 -0.99019 -0.81616
C 0.51860 -0.03061 0.23900
C -0.41228 0.96830 0.85672
N 0.53702 -0.47613 1.57684
H -0.68338 -1.72530 -0.34958
H 0.76993 -1.53492 -1.34707
H 1.43081 0.47674 -0.08778
H -1.48949 0.88695 1.09208
H -0.19098 2.05983 0.85189
H 1.47232 -0.33896 1.99668
```

Atom charges from the Mulliken analysis, given in e for atoms 1 to 6: number 1, N, carries -0.428; number 2, C, carries 0.314; number 3, C, carries -0.536; number 4, C, carries 0.409; number 5, C, carries -0.713; number 6, N, carries -0.688

***

Look up the frontier orbital gap of the third one. 6.495 eV